[1]
{
  "formula": "C32H24BrN6O4S2W",
  "method": "wB97M-V/def2-TZVPD",
  "multiplicity": 3,
  "total_charge": 1,
  "lumo_ev": [-4.132, -4.066],
  "orbital_gap_ev": [5.8, 6.5],
  "species": ["W", "S", "N", "C", "C", "C", "C", "C", "N", "C", "C", "N", "C", "C", "C", "C", "C", "N", "H", "H", "H", "H", "H", "H", "O", "C", "O", "C", "C", "C", "C", "C", "C", "S", "H", "H", "H", "H", "Br", "C", "C", "C", "C", "C", "C", "C", "O", "O", "H", "H", "H", "H", "N", "C", "N", "C", "C", "C", "C", "C", "H", "H", "H", "H", "H", "H", "H", "H", "H", "H"],
  "coordinates": [[0.130, -0.391, 1.141], [5.181, 4.676, 3.870], [5.169, 3.064, 4.073], [4.017, 2.614, 3.459], [3.567, 1.271, 3.417], [4.058, 0.286, 4.261], [3.617, -1.017, 3.958], [2.496, -1.266, 3.140], [1.836, -0.243, 2.527], [2.346, 1.001, 2.619], [1.664, 2.119, 2.020], [0.539, 1.797, 1.256], [-0.245, 2.721, 0.690], [0.224, 4.058, 0.669], [1.360, 4.472, 1.360], [2.057, 3.490, 2.090], [3.236, 3.711, 2.891], [3.713, 4.933, 3.294], [4.837, 0.420, 5.064], [4.224, -1.888, 4.337], [2.023, -2.248, 3.025], [-1.115, 2.429, 0.121], [-0.382, 4.685, 0.025], [1.656, 5.525, 1.385], [-0.895, -0.064, 2.794], [-1.998, -0.157, 3.507], [-2.260, 0.618, 4.406], [-2.923, -1.228, 3.009], [-4.331, -1.083, 3.271], [-5.114, -2.181, 3.017], [-4.532, -3.396, 2.662], [-3.149, -3.458, 2.329], [-2.351, -2.362, 2.426], [-0.647, -2.579, 1.800], [-4.660, -0.160, 3.780], [-6.215, -2.149, 2.924], [-4.999, -4.370, 2.701], [-2.796, -4.414, 1.850], [4.379, -4.383, -4.884], [3.612, -3.008, -3.844], [3.501, -3.285, -2.452], [3.011, -2.336, -1.580], [2.580, -1.078, -2.117], [2.764, -0.773, -3.461], [3.306, -1.739, -4.317], [1.874, -0.097, -1.273], [1.338, -0.807, -0.249], [1.659, 1.093, -1.507], [3.984, -4.170, -2.066], [2.919, -2.594, -0.532], [2.648, 0.188, -3.891], [3.323, -1.510, -5.414], [-1.551, -0.022, -0.067], [-1.528, 0.098, -1.272], [-1.987, 0.047, -2.479], [-3.311, -0.715, -2.704], [-4.276, -0.010, -3.687], [-3.679, 0.643, -4.897], [-2.294, 1.293, -4.587], [-1.319, 0.513, -3.733], [-3.676, -0.907, -1.679], [-3.025, -1.675, -3.163], [-4.915, 0.712, -3.171], [-4.925, -0.837, -3.982], [-4.256, 1.511, -5.198], [-3.660, -0.029, -5.727], [-2.460, 2.256, -4.097], [-1.778, 1.617, -5.487], [-1.093, -0.376, -4.282], [-0.503, 1.148, -3.369]],
  "nbo_charge": [1.671, 1.015, -0.605, 0.174, -0.086, -0.106, -0.215, 0.067, -0.468, 0.170, 0.265, -0.503, 0.121, -0.215, -0.096, -0.077, 0.097, -0.596, 0.268, 0.252, 0.248, 0.231, 0.238, 0.261, -0.759, 0.786, -0.585, -0.183, -0.159, -0.224, -0.178, -0.229, -0.114, -0.105, 0.254, 0.226, 0.227, 0.229, 0.108, -0.067, -0.236, -0.162, -0.121, -0.177, -0.241, 0.765, -0.760, -0.614, 0.235, 0.231, 0.235, 0.238, -0.534, 0.647, -0.447, -0.186, -0.426, -0.407, -0.413, -0.201, 0.237, 0.207, 0.221, 0.236, 0.234, 0.217, 0.205, 0.236, 0.208, 0.237]
}

---

[2]
{
  "formula": "C5H7N3",
  "method": "wB97M-V/def2-TZVPD",
  "smiles": "C1=NN2C[C@@H]2[C@H]2N[C@@H]12",
  "total_charge": 0,
  "lumo_ev": 0.542,
  "orbital_gap_ev": 9.0,
  "species": ["C", "N", "N", "C", "C", "C", "N", "C", "H", "H", "H", "H", "H", "H", "H"],
  "coordinates": [[0.199, 1.815, -0.110], [-1.002, 1.586, -0.302], [-1.252, 0.321, -0.900], [-2.031, -0.439, 0.158], [-0.633, -0.958, -0.293], [0.755, -0.750, 0.217], [1.777, -0.423, -0.776], [1.288, 0.698, 0.043], [0.581, 2.750, 0.348], [-2.167, -0.143, 1.195], [-2.914, -0.903, -0.203], [-0.777, -2.229, -0.598], [1.027, -1.680, 0.793], [2.865, -0.413, -0.287], [2.283, 0.766, 0.715]],
  "nbo_charge": [0.059, -0.206, -0.260, -0.255, -0.090, -0.152, -0.557, -0.152, 0.198, 0.207, 0.207, 0.217, 0.222, 0.351, 0.211]
}

---

[3]
{
  "formula": "C4H6ClNO3",
  "method": "wB97M-V/def2-TZVPD",
  "smiles": "CC(Cl)=C=O.O=C=O.N",
  "total_charge": 0,
  "lumo_ev": 0.444,
  "orbital_gap_ev": 9.1,
  "species": ["C", "C", "Cl", "C", "O", "H", "H", "H", "O", "C", "O", "N", "H", "H", "H"],
  "coordinates": [[-0.296, 1.974, 0.252], [-0.287, 0.513, 0.213], [0.623, -0.421, -0.972], [-0.686, -0.344, 1.101], [-0.856, -1.161, 1.908], [0.593, 2.598, 0.292], [-0.697, 2.537, -0.751], [-0.924, 2.324, 1.104], [3.418, -0.774, 0.712], [3.322, 0.267, 0.284], [3.278, 1.351, -0.079], [-1.774, -2.140, -0.737], [-1.670, -1.458, -1.438], [-2.757, -2.339, -0.758], [-1.285, -2.925, -1.130]],
  "nbo_charge": [-0.637, -0.358, -0.001, 0.725, -0.417, 0.238, 0.213, 0.236, -0.503, 1.025, -0.527, -1.062, 0.353, 0.355, 0.359]
}

---

[4]
{
  "formula": "C12H19BaI2N2O7PS",
  "method": "wB97M-V/def2-TZVPD",
  "total_charge": 2,
  "lumo_ev": -8.388,
  "orbital_gap_ev": 4.9,
  "species": ["C", "C", "O", "O", "C", "C", "P", "N", "O", "S", "O", "O", "O", "C", "C", "C", "O", "N", "C", "C", "C", "I", "C", "C", "I", "H", "H", "H", "H", "H", "H", "H", "H", "H", "H", "H", "H", "H", "H", "H", "H", "H", "H", "H", "Ba"],
  "coordinates": [[-0.217, 0.900, 4.486], [-0.612, 1.155, 3.062], [-1.780, 1.520, 2.812], [0.295, 0.933, 2.208], [0.105, 1.471, 0.832], [1.269, 1.086, -0.070], [2.783, 0.813, 1.182], [2.968, 2.147, 1.970], [1.756, 2.141, -0.882], [2.837, 1.484, -1.926], [2.442, 1.797, -3.238], [4.134, 1.766, -1.448], [2.485, -0.041, -1.550], [1.065, -0.084, -1.057], [0.865, -1.393, -0.271], [-0.240, -2.400, -0.607], [-0.013, -3.347, -1.321], [-1.469, -2.251, 0.097], [-2.242, -1.103, -0.391], [-2.283, -3.471, -0.027], [0.274, 0.028, -2.365], [0.962, -1.342, -3.813], [-0.707, 0.829, -2.762], [-1.354, 0.804, -4.121], [-1.496, 2.393, -1.598], [-0.280, 1.859, 5.004], [0.785, 0.490, 4.527], [-0.922, 0.205, 4.935], [0.015, 2.550, 0.903], [-0.830, 1.059, 0.482], [3.873, 0.452, 0.409], [2.491, -0.337, 1.934], [2.878, 2.034, 2.971], [1.790, -1.956, -0.380], [0.758, -1.140, 0.783], [-3.016, -0.848, 0.335], [-1.607, -0.229, -0.493], [-2.704, -1.302, -1.359], [-1.728, -4.338, 0.306], [-2.645, -3.612, -1.044], [-3.156, -3.350, 0.616], [-1.669, -0.201, -4.386], [-0.663, 1.209, -4.859], [-2.236, 1.436, -4.133], [-2.962, 0.181, 4.247]],
  "lowdin_charge": [-0.014, -0.620, -0.268, 0.015, -0.159, -0.482, 0.858, -0.231, -0.195, 0.598, -0.184, -0.192, -0.289, -0.428, -0.020, -0.445, 0.089, -0.158, -0.075, -0.060, -0.652, 1.212, -0.742, -0.208, 1.212, 0.140, 0.129, -0.057, 0.122, -0.002, 0.031, 0.016, -0.028, 0.151, 0.093, 0.081, -0.002, 0.115, 0.098, 0.102, 0.083, 0.055, 0.094, 0.043, 2.174]
}

---

[5]
{
  "formula": "C4H10N2O",
  "method": "wB97M-V/def2-TZVPD",
  "smiles": "CCCNC(N)=O",
  "total_charge": 0,
  "lumo_ev": 0.838,
  "orbital_gap_ev": 10.4,
  "species": ["C", "C", "C", "N", "C", "N", "O", "H", "H", "H", "H", "H", "H", "H", "H", "H", "H"],
  "coordinates": [[-1.404, -0.964, 1.352], [-0.230, -1.250, 0.395], [0.825, -0.165, 0.524], [0.420, 1.156, 0.156], [0.193, 1.576, -1.132], [0.647, 0.742, -2.144], [-0.293, 2.659, -1.389], [-1.026, -0.535, 2.273], [-2.097, -0.261, 0.910], [-1.873, -1.896, 1.644], [-0.690, -1.215, -0.596], [0.254, -2.218, 0.471], [1.132, -0.134, 1.549], [1.784, -0.411, 0.053], [0.117, 1.810, 0.825], [1.168, -0.102, -1.960], [1.073, 1.209, -2.930]],
  "nbo_charge": [-0.611, -0.418, -0.224, -0.638, 0.779, -0.862, -0.644, 0.194, 0.218, 0.216, 0.207, 0.208, 0.205, 0.187, 0.407, 0.377, 0.399]
}

---

[6]
{
  "formula": "C4H5NO2",
  "method": "wB97M-V/def2-TZVPD",
  "smiles": "C1=COCON=C1",
  "total_charge": 0,
  "lumo_ev": 0.038,
  "orbital_gap_ev": 9.1,
  "species": ["C", "C", "O", "C", "O", "N", "C", "H", "H", "H", "H", "H"],
  "coordinates": [[-1.209, -0.874, 0.200], [0.014, -1.342, 0.675], [1.187, -0.865, 0.644], [1.045, 0.566, 0.593], [0.855, 0.979, -0.738], [-0.639, 1.263, -1.060], [-1.430, 0.249, -0.605], [-2.268, -1.374, 0.395], [0.191, -2.417, 1.184], [2.067, 0.910, 0.963], [0.026, 0.970, 1.102], [-2.407, 0.572, -0.659]],
  "nbo_charge": [-0.477, 0.278, -0.457, 0.151, -0.441, -0.117, 0.005, 0.254, 0.197, 0.203, 0.198, 0.206]
}

---

Computed relative energy (zero: lowest compared OMol25 entry of this formula, charge and spin) (kcal/mol) in order:
57.9 188.3 21.0 0.0 10.3 115.5